1.
ORCA calculation (ωB97M-V with the def2-TZVPD basis set) on a cluster of 2 separate species, C2H11ClN4O2P in total at a distorted geometry.

- E_HOMO (eV) = -3.11
- charge = -1
- LUMO energy (eV) = 3.59
- spin multiplicity = 1
- frontier orbital gap (eV) = 6.70
- E_tot (eV) = -34121.289

```
21
C2H11ClN4O2P ωB97M-V with the def2-TZVPD basis set
N -1.9144 -0.6422 2.0048
C -0.5160 -0.6636 1.6120
N -0.1763 -1.9799 1.0759
N 0.2520 -0.4943 2.8859
C -0.1358 0.4950 0.6725
N -0.5592 0.3434 -0.7081
P 0.5646 -0.4092 -1.5610
O 1.8601 0.7003 -1.8464
Cl -0.4308 -0.5585 -3.4489
H -1.9449 -1.1783 2.8654
H -2.4177 -1.2015 1.3245
H 0.8169 -2.0332 0.8789
H -0.3452 -2.6309 1.8375
H 0.2930 0.5022 3.0741
H 1.1973 -0.8156 2.7398
H 0.9346 0.7313 0.7819
H -0.6642 1.3677 1.0564
H 2.3883 0.6604 -1.0391
O 0.0341 2.8699 -4.9179
H -0.1887 2.2840 -4.1834
H 0.9523 2.6533 -5.1045
```

2.
ORCA calculation (ωB97M-V with the def2-TZVPD basis set) on a cluster of 2 separate species, C2H11N2 in total.

- E_HOMO (eV) = -14.31
- charge = +1
- LUMO energy (eV) = -3.42
- spin multiplicity = 1
- frontier orbital gap (eV) = 10.89
- E_tot (eV) = -5226.174

```
15
C2H11N2 ωB97M-V with the def2-TZVPD basis set
C -1.0792 -0.9050 0.4103
N -0.0200 -1.3315 -0.5589
C 0.5556 -0.2146 -1.3711
H -1.3572 -1.7602 1.0213
H -0.6322 -0.1799 1.0897
H -1.8914 -0.4566 -0.1498
H -0.4240 -2.0424 -1.1670
H 0.7368 -1.7914 -0.0615
H -0.2619 0.3757 -1.7740
H 1.1525 -0.6330 -2.1744
H 1.1543 0.4039 -0.7074
N 0.5264 2.1116 1.2889
H 0.6350 1.9907 2.2934
H 0.9800 3.0060 1.1302
H -0.4593 2.3482 1.1987
```